Entry from the Open Molecules 2025 dataset: a molecular structure, C59H43EuN9OP2 in a non-equilibrium geometry (wB97M-V/def2-TZVPD).

Geometry as XYZ:
```
115
C59H43EuN9OP2 | the Open Molecules 2025 dataset | wB97M-V/def2-TZVPD
C -0.405 2.706 -4.711
H -0.871 3.519 -5.289
C -3.763 0.879 -1.116
H 6.061 -1.110 -0.788
H -4.459 1.409 -0.438
H -0.603 -8.192 0.896
N 1.792 1.099 1.202
C -0.957 -0.375 7.219
H -0.641 -0.133 8.254
C -5.317 0.985 -3.005
C -1.493 -2.978 1.575
H 5.811 2.045 0.587
N 0.849 -3.434 -0.981
C -4.886 0.003 -5.101
C -0.861 6.007 1.801
C -5.702 0.781 -4.316
N 3.616 0.368 -0.189
C -0.489 0.493 6.207
C 3.141 -0.765 -0.684
N -2.670 0.437 -0.622
C -3.663 -0.527 -4.637
C 4.023 -1.812 -1.211
N -0.670 -2.459 0.641
C -1.600 -4.448 1.416
N 1.835 -1.252 -0.675
C 6.005 -3.245 -1.292
H 0.396 -4.997 -5.957
H 1.234 -0.255 -2.770
C 1.819 1.644 2.471
H -2.361 6.922 4.724
C 1.866 -2.583 -1.021
H 5.479 3.977 4.498
H 3.120 3.270 4.640
H 0.139 1.373 6.433
C 5.434 -1.961 -1.071
C -1.860 4.939 4.153
H -2.978 -0.282 1.184
C 5.246 2.374 1.499
C -1.270 6.849 2.835
H -1.841 3.432 -1.480
H -5.942 1.549 -2.341
C -0.624 0.647 -3.448
H 1.866 3.951 1.032
C -1.342 4.094 3.143
C -3.237 -0.281 -3.366
C -0.667 -4.377 -4.129
H 3.143 -5.028 -2.000
H 1.514 3.837 -0.750
C 0.736 0.581 -3.331
C -0.906 -7.136 1.012
P -0.398 3.524 0.564
C 3.930 1.997 1.560
C -1.217 -3.343 -3.416
H 0.624 -2.696 -6.809
H -5.176 -0.185 -6.124
C 1.200 4.274 0.228
H -1.128 7.890 2.744
C -1.220 1.745 -4.114
N -0.515 -0.367 2.642
C -4.082 0.495 -2.482
H -2.206 -7.446 2.820
C 5.211 -4.342 -1.627
C -1.535 -0.947 4.626
H 1.585 3.307 -5.209
H -2.297 1.915 -4.167
C -0.881 4.621 1.964
H -6.636 1.237 -4.697
C 0.968 2.603 -4.619
H -0.247 -0.776 -5.425
C -1.579 4.185 -0.729
P -1.618 -0.731 -2.798
H -1.187 3.022 3.314
C -1.361 -1.279 3.219
C -0.414 -6.161 0.174
C 3.045 1.153 0.746
C -1.767 -6.764 2.117
H 0.292 -6.420 -0.636
C -0.328 -1.790 -5.042
C -2.161 -5.440 2.238
Eu -0.145 -0.123 0.182
H -2.996 -1.190 -5.265
H -1.624 -3.556 -2.437
H 2.581 1.597 -3.537
C -0.719 -4.787 0.336
C 3.800 -4.170 -1.727
C 3.194 -2.942 -1.459
H -2.890 -5.157 2.978
H 6.833 3.389 2.525
H 7.070 -3.385 -1.149
H -2.726 -2.557 5.394
C -0.675 0.147 4.878
C 0.115 -2.879 -5.853
C -1.730 -1.487 6.928
H -0.562 6.430 0.832
H -2.379 4.415 4.954
C -1.026 -2.006 -3.889
H 5.585 -5.336 -1.877
C -0.128 -3.522 -0.073
H -1.104 5.021 -1.203
C 0.005 0.468 3.613
C 1.549 1.599 -3.830
O -2.634 0.568 0.822
C -2.093 -1.749 5.628
H -0.811 -5.414 -3.744
H -2.001 -2.130 7.740
C 0.000 -4.185 -5.371
H 1.187 5.408 0.198
C 4.988 3.419 3.668
C 5.804 3.094 2.524
C -1.778 6.295 4.033
H -2.428 4.569 -0.147
N 0.960 1.433 3.475
C 3.685 2.962 3.757
C 3.131 2.273 2.684
N -1.990 -2.336 2.654
```

Calculated values
lowest unoccupied orbital energy (alpha / beta)	-0.154 / -0.140	Ha
HOMO level (alpha / beta)	-8.31 / -8.30	eV
frontier orbital gap (alpha / beta)	4.126 / 4.489	eV
spin multiplicity	7
total charge	+1